a | The following is a quantum chemistry calculation of an isolated ion of composition C3H4NS and charge +1, from OMol25.

The calculation puts the lowest unoccupied orbital energy at -6.951 eV. As for the gap between HOMO and LUMO: 0.338 Ha. The calculation puts the HOMO energy at -16.16 eV.

```
! wB97M-V def2-TZVPD RIJCOSX def2/J DEFGRID3
* xyz 1 1
C -0.648 -0.763 0.282
C -0.430 0.996 -1.014
C 0.755 -0.474 0.581
N -1.242 0.156 -0.430
S 1.213 0.803 -0.587
H -1.338 -1.403 0.879
H -0.579 1.880 -1.763
H 0.773 0.164 1.541
H 1.497 -1.358 0.511
*
```

b | The following is a quantum chemistry calculation of an isolated ion of composition C3H4NS and charge +1, from OMol25.

The calculation puts the lowest unoccupied orbital energy at -6.442 eV. As for the gap between HOMO and LUMO: 0.297 Ha. The calculation puts the HOMO energy at -14.54 eV.

```
! wB97M-V def2-TZVPD RIJCOSX def2/J DEFGRID3
* xyz 1 1
C -0.267 -1.387 -0.088
C 2.935 0.337 -0.031
C -0.149 0.940 -0.011
N -0.952 -0.282 -0.073
S 1.492 -0.066 -0.127
H -0.798 -2.339 0.185
H 0.090 1.639 -0.888
H -0.422 1.447 0.978
H -1.930 -0.290 0.054
*
```

Which of them is the least stable? Correct choice: b.

a | The following is a quantum chemistry calculation of C5H11NS as an isolated structure, from OMol25.

The calculation puts the lowest unoccupied orbital energy at 0.947 eV. As for the gap between HOMO and LUMO: 0.351 Ha. The calculation puts the HOMO energy at -8.60 eV.

```
! wB97M-V def2-TZVPD RIJCOSX def2/J DEFGRID3
* xyz 0 1
C -2.207 0.040 0.354
C -1.420 -0.281 -0.909
C 0.693 -1.055 0.173
C 1.719 0.021 0.443
C 0.676 0.956 -0.209
H -1.834 -0.524 1.209
H -2.266 1.110 0.589
H -3.206 -0.299 0.193
H -1.716 0.443 -1.684
H -1.598 -1.266 -1.180
H 0.984 -2.085 -0.147
H 0.109 -1.187 1.152
H 1.881 0.312 1.549
H 3.666 1.091 -0.195
H 0.130 1.382 0.662
H 1.023 1.761 -0.862
N 0.023 -0.213 -0.818
S 3.341 -0.206 -0.320
*
```

b | The following is a quantum chemistry calculation of a 2-piece molecular cluster, C5H11NS overall, from OMol25.

The calculation puts the lowest unoccupied orbital energy (spin up / spin down) at 0.188 / 0.453 eV. As for the gap between HOMO and LUMO (spin up / spin down): 0.274 / 0.300 Ha. The calculation puts the HOMO energy (spin up / spin down) at -7.26 / -7.72 eV.

```
! wB97M-V def2-TZVPD RIJCOSX def2/J DEFGRID3
* xyz 0 1
C -0.067 -1.100 0.992
C -0.469 -1.564 -0.451
C -0.042 -0.165 -0.144
C 1.964 1.139 0.328
C 1.037 0.604 -0.686
N -2.045 1.003 0.181
S -3.248 0.351 -0.709
H -0.800 -0.940 1.817
H 0.923 -1.338 1.316
H 0.410 -2.137 -0.838
H -1.419 -2.031 -0.716
H 1.861 0.495 1.225
H 1.672 2.142 0.574
H 3.052 1.057 -0.098
H 1.573 -0.143 -1.349
H 0.658 1.576 -1.268
H -1.797 1.795 -0.418
H -3.264 -0.744 0.244
*
```

Which of them is the least stable? Correct choice: b.